1.
Entry from the OMol25 dataset: a molecular structure, C3BaO3 at a distorted geometry (ωB97M-V with the def2-TZVPD basis set).

```
7
Properties=species:S:1:pos:R:3:lowdin_charge:R:1
C -0.26 -0.87 -2.14 -0.157
C 0.59 -0.59 -1.17 -0.662
O 1.14 -0.71 -2.80 -0.226
O -0.53 1.60 2.44 -0.168
O 0.52 -1.49 -0.13 -0.630
C -0.06 2.46 3.01 0.092
Ba -1.39 -0.40 0.79 1.751
```

Output
energy: -9938.9950 eV
spin multiplicity: 1
frontier orbital gap (alpha / beta): 4.41 / 4.41 eV


2.
Entry from the OMol25 dataset: 2 unconnected molecules or ions with the total composition C3Br2NOS2 at a distorted geometry (ωB97M-V with the def2-TZVPD basis set).

```
9
Properties=species:S:1:pos:R:3:nbo_charge:R:1
C 0.56 0.46 -0.41 0.571
C -0.95 0.88 1.47 0.340
C 0.70 -1.04 -0.42 -0.268
N -0.04 0.99 0.73 -0.504
O 1.23 1.15 -1.10 -0.537
S -2.08 1.18 2.56 -0.058
S 0.24 -2.16 0.63 0.117
Br -1.77 -0.20 -1.63 -0.683
Br 2.11 -1.26 -1.81 0.020
```

Output
net charge: -1
energy: -168405.3020 eV
energy relative to the best compared isomer or geometry (same formula, charge and spin): 0.0 kcal/mol
spin multiplicity: 1
frontier orbital gap: 7.00 eV


3.
Entry from the OMol25 dataset: a molecular structure, C3Br5O2 at a distorted geometry (ωB97M-V with the def2-TZVPD basis set).

```
10
Properties=species:S:1:pos:R:3:nbo_charge:R:1
C -0.65 -2.12 0.77 1.033
C 3.40 -0.98 0.27 -0.404
C 2.53 1.12 -0.14 -0.455
O -0.67 -1.90 1.89 -0.527
O -0.50 -2.31 -0.36 -0.514
Br 3.24 -1.80 -1.36 0.027
Br 2.07 -1.58 1.45 -0.013
Br 3.11 1.93 -1.89 -0.063
Br 0.50 1.11 -0.32 -0.104
Br 2.93 2.38 1.23 0.021
```

Output
net charge: -1
energy: -357417.1654 eV
energy relative to the best compared isomer or geometry (same formula, charge and spin): 22.1 kcal/mol
spin multiplicity: 1
frontier orbital gap: 6.89 eV


4.
Entry from the OMol25 dataset: 2 unconnected molecules or ions with the total composition C3Cl3F2N at a distorted geometry (ωB97M-V with the def2-TZVPD basis set).

```
9
Properties=species:S:1:pos:R:3:nbo_charge:R:1
C 0.45 1.90 -0.14 0.169
C -0.69 1.13 -0.26 -0.160
C -0.41 -0.39 -0.14 0.634
N 1.44 2.43 -0.06 -0.203
F -1.45 -1.08 -0.07 -0.272
F 0.34 -0.66 1.00 -0.324
Cl 3.09 -2.14 -0.55 -0.052
Cl -2.23 1.77 -0.26 0.172
Cl 0.57 -0.85 -1.51 0.038
```

Output
energy: -47599.4752 eV
energy relative to the best compared isomer or geometry (same formula, charge and spin): 29.5 kcal/mol
spin multiplicity: 1
frontier orbital gap (alpha / beta): 9.65 / 6.24 eV